[1]
{
  "formula": "C9H37HgN2O13",
  "method": "ωB97M-V with the def2-TZVPD basis set",
  "e_tot_ha": -1605.6733,
  "charge": 1,
  "spin_multiplicity": 1,
  "homo_ev": -11.83,
  "homo_lumo_gap_ev": 3.142,
  "e_lumo_ev": -8.69,
  "elements": ["Hg", "C", "C", "O", "H", "H", "H", "H", "H", "C", "C", "O", "O", "H", "H", "H", "H", "H", "H", "C", "C", "O", "O", "H", "H", "H", "H", "H", "H", "C", "C", "O", "O", "H", "H", "H", "H", "H", "H", "C", "O", "N", "N", "H", "H", "H", "H", "O", "H", "H", "O", "H", "H", "O", "H", "H", "O", "H", "H", "O", "H", "H"],
  "xyz": [[-23.497500, -3.453490, 4.991330], [-20.944120, -1.665720, 2.573580], [-21.247680, -3.073830, 2.237860], [-22.460680, -3.629450, 2.805910], [-21.066660, -1.442970, 3.633510], [-21.549690, -0.988980, 1.970740], [-19.948950, -1.339760, 2.271110], [-20.400680, -3.693030, 2.533310], [-21.318600, -3.105260, 1.150620], [-18.860020, -3.137040, -1.260570], [-18.358910, -2.084080, -0.271750], [-17.003190, -1.681950, -0.472390], [-18.220530, -4.401400, -0.903560], [-18.500530, -2.768410, -2.221280], [-19.944920, -3.229840, -1.210790], [-18.293080, -2.397960, 0.770000], [-18.936270, -1.161730, -0.335320], [-16.524950, -2.467560, -0.747540], [-18.917420, -4.982350, -0.589800], [-17.247770, -3.118970, 3.525200], [-16.112960, -3.976900, 2.899450], [-14.865270, -3.481360, 3.341110], [-17.349460, -3.514200, 4.921990], [-18.160440, -3.473200, 3.045970], [-17.245270, -2.036870, 3.394260], [-16.093990, -3.906910, 1.811870], [-16.169550, -5.032510, 3.165150], [-14.149420, -4.054190, 3.056480], [-18.041100, -2.970270, 5.305880], [-22.343790, 1.891620, 1.077350], [-23.340320, 2.603050, 0.157040], [-23.951930, 1.661820, -0.673960], [-23.055220, 1.074930, 2.038660], [-21.822310, 2.778260, 1.437940], [-21.599270, 1.220580, 0.648980], [-22.800520, 3.315660, -0.466580], [-24.023230, 3.119520, 0.831570], [-24.513630, 1.105530, -0.129320], [-23.693170, 0.565030, 1.534080], [-21.548000, -5.900430, -0.442470], [-20.430400, -5.794430, 0.000700], [-21.873400, -6.583400, -1.448440], [-22.547480, -5.445990, 0.189600], [-22.788140, -6.443360, -1.853080], [-21.060070, -6.969530, -1.906150], [-22.425380, -4.782990, 0.941690], [-23.430550, -5.715340, -0.219970], [-18.239330, 0.432260, 1.521960], [-17.638250, -0.117600, 1.019380], [-18.445970, 1.160080, 0.935620], [-20.407270, 1.232980, 3.656970], [-20.738300, 0.384000, 3.363910], [-19.676440, 1.421780, 3.068350], [-21.415340, -6.308230, 3.637780], [-20.532450, -5.955720, 3.749410], [-21.889100, -5.623700, 3.165320], [-23.198730, -1.047040, 5.531920], [-22.692370, -0.993240, 6.342430], [-23.850470, -0.350290, 5.609420], [-24.819710, -2.939560, 1.207980], [-23.921660, -2.994360, 1.534650], [-25.326000, -3.491530, 1.803990]],
  "forces_ev_per_angstrom": [[1.6353, 0.6018, -2.1888], [-0.1771, 1.5657, -0.4654], [0.5748, -0.6972, 2.0258], [-0.6476, 0.2174, 0.1344], [-0.0822, -0.1695, 0.1405], [-0.5509, 0.1097, 0.3896], [0.3739, -0.5413, 0.1376], [-0.0910, -0.3295, -0.1155], [-0.5974, -0.4689, -0.3340], [1.4483, -0.5278, 1.6280], [0.3245, 0.3351, 0.3747], [-0.0455, 0.1898, -0.8178], [-0.0925, 1.5352, -0.9685], [-0.2878, -0.4353, -0.3617], [-0.0570, 0.0513, -0.2107], [-1.1542, -0.6105, 0.1644], [-0.2492, -0.0812, -0.0860], [0.3277, -0.1457, 0.0545], [-0.4114, -0.4651, 0.2166], [-0.0395, -2.1160, 0.3704], [0.5051, 1.1170, 0.0078], [0.2734, 0.5391, 0.5502], [0.0785, 0.5121, -0.7534], [-0.2626, -0.0433, -0.3648], [0.7960, 0.0109, -0.0153], [-0.6876, 0.0410, -0.2269], [-0.6957, 0.0012, 0.2142], [-0.0866, -0.0969, -0.0525], [0.0751, 0.0791, 0.2081], [-0.4611, 0.5459, -0.1480], [1.3050, -1.1296, 0.3211], [-0.7765, -0.1881, -0.6363], [0.4326, 0.8263, 0.3167], [0.1938, -0.5594, 1.4670], [-0.0504, 0.3073, -0.7986], [-0.1787, 0.0088, -0.0706], [-0.2562, 0.1980, -0.1630], [-0.3016, 0.0007, -0.2332], [-0.0100, -0.1314, -0.0664], [2.8257, 0.3762, 2.4630], [3.1451, 0.6216, 0.5894], [-0.2707, -3.1493, -5.2135], [-5.0053, 2.5521, 2.6932], [0.6037, -0.5244, -0.5637], [-0.6522, -0.2627, -0.7102], [-0.4792, -0.4818, -0.3086], [-0.3662, 0.8063, 1.0010], [-0.4359, 0.1159, 0.4347], [0.5166, -0.2359, -0.2066], [0.0509, 0.2448, -0.2220], [-0.2023, 0.1811, 0.3896], [-0.0906, 0.1547, -0.1388], [0.3925, -0.0756, -0.0908], [-0.3441, -0.1244, 0.4954], [0.3953, -0.0626, -0.0231], [-0.0811, 0.2130, -0.3773], [0.0776, -1.0400, -0.1378], [0.4485, 0.2120, 0.4262], [-0.5219, 0.4134, -0.2000], [-0.2403, 0.2480, -0.2018], [0.3985, -0.0479, 0.2504], [-0.2579, -0.1912, 0.0070]]
}


[2]
{
  "formula": "C9H37O9",
  "method": "ωB97M-V with the def2-TZVPD basis set",
  "e_tot_ha": -1042.0884,
  "charge": 0,
  "spin_multiplicity": 2,
  "homo_ev": [-2.57, -10.11],
  "homo_lumo_gap_ev": [2.307, 9.735],
  "s2": 0.750,
  "e_lumo_ev": [-0.27, -0.37],
  "elements": ["O", "H", "H", "H", "O", "H", "H", "O", "H", "H", "O", "H", "H", "O", "H", "H", "O", "H", "H", "C", "C", "C", "O", "H", "H", "H", "H", "H", "H", "H", "H", "C", "C", "C", "O", "H", "H", "H", "H", "H", "H", "H", "H", "C", "C", "C", "O", "H", "H", "H", "H", "H", "H", "H", "H"],
  "xyz": [[-18.478343, 2.907700, 7.930858], [-19.218232, 3.383056, 7.545900], [-17.840508, 2.589511, 7.287795], [-18.720321, 2.219117, 8.554477], [-17.000482, 0.571394, 8.963215], [-17.404526, -0.186445, 9.385890], [-16.616277, 1.071340, 9.683404], [-15.639850, 0.575980, 6.559143], [-16.322694, 0.476844, 7.222560], [-15.675120, -0.236988, 6.055100], [-18.401699, 6.118602, 8.009793], [-18.950769, 6.546026, 7.352487], [-17.835242, 6.816121, 8.339678], [-19.829646, 1.302910, 9.486777], [-20.112207, 0.436645, 9.193538], [-19.897677, 1.267307, 10.440891], [-18.365851, 4.409958, 10.384411], [-17.487198, 4.638954, 10.687334], [-18.558235, 5.050641, 9.699774], [-21.585030, 5.682081, 8.805404], [-21.571973, 4.403535, 7.937736], [-22.953380, 4.228008, 7.143094], [-20.517016, 4.315079, 6.970001], [-22.501310, 5.799456, 9.383979], [-21.518807, 6.533440, 8.127965], [-20.716864, 5.782472, 9.456795], [-21.542899, 3.525576, 8.583046], [-23.198496, 5.168542, 6.649728], [-23.835572, 3.940961, 7.715309], [-22.855672, 3.526400, 6.314667], [-20.359876, 5.217796, 6.683649], [-15.051715, 3.168437, 4.316450], [-16.218699, 3.755712, 5.111356], [-17.249868, 4.626618, 4.264172], [-16.976824, 2.735028, 5.743354], [-14.390878, 2.597267, 4.968476], [-14.393732, 3.944605, 3.925641], [-15.303253, 2.376474, 3.611029], [-15.750457, 4.367117, 5.882731], [-17.558644, 4.071359, 3.378484], [-16.812956, 5.510786, 3.800010], [-18.086188, 4.869452, 4.919682], [-16.362500, 2.048028, 6.012106], [-20.163773, 2.119664, 4.605618], [-21.107506, 2.804038, 3.588745], [-20.461846, 3.739530, 2.563053], [-21.641746, 1.787937, 2.707724], [-19.491791, 2.855985, 5.046497], [-19.510630, 1.300497, 4.304831], [-20.771432, 1.845894, 5.468118], [-21.932778, 3.257889, 4.137428], [-19.736460, 4.446175, 2.966243], [-21.176602, 4.482709, 2.209640], [-20.035805, 3.231485, 1.697902], [-22.491719, 2.111309, 2.400166]],
  "forces_ev_per_angstrom": [[1.2574, 0.6118, 0.5474], [-1.3448, 0.8559, -0.7521], [0.8128, 0.0945, -1.4213], [-0.9585, -1.4443, 1.5807], [0.1796, 0.4399, -1.0175], [-0.5843, -0.6606, 0.3395], [0.3129, 0.3604, 0.5251], [0.5058, 0.2513, -0.6051], [-0.3058, -0.2754, 1.1181], [0.0523, -0.2050, -0.2578], [0.0348, -0.2644, 0.0430], [-0.0915, 0.2671, -0.1402], [0.2980, 0.2791, 0.0850], [-0.0120, 0.9768, -0.5969], [-0.1148, -0.8523, -0.3274], [0.1408, 0.0630, 0.7969], [-0.2482, -0.2240, 0.4084], [0.2737, -0.0409, 0.1622], [-0.0479, 0.1977, -0.4361], [0.6425, -0.1962, -0.9057], [-3.0006, -0.6890, 0.0805], [1.0040, 0.7615, -0.0933], [0.0276, 0.2465, 0.7392], [0.0434, -0.2807, -0.0785], [-0.2185, 0.3017, -0.1465], [-0.1003, -0.3450, 0.1237], [0.6667, -0.0501, -0.0422], [-0.0392, 0.2911, 0.0445], [0.3383, -0.0173, 0.4188], [0.2861, -0.2953, 0.2647], [0.1340, 0.0114, -0.3153], [0.3144, -0.5318, 0.4860], [-0.4155, 0.9390, -1.1095], [1.4606, -1.0840, 0.3222], [-0.5796, 0.4779, -0.0925], [-0.0179, 0.1564, 0.6097], [-0.3373, 0.0298, -0.4564], [-0.4656, 0.5622, -0.5770], [-0.1882, 0.3720, 0.1341], [-0.3708, -0.4268, 0.3491], [0.2410, 0.2757, 0.6075], [-0.0676, 0.1003, -0.2441], [0.5974, -0.9609, -0.0575], [-0.3467, 1.0918, 0.5616], [1.2001, -1.2132, -1.4621], [0.1769, 1.7478, 0.7459], [-0.6372, -0.5418, 0.8092], [0.0674, 0.2235, -0.2932], [-0.4796, -0.0246, -0.5327], [-0.0338, -0.6030, -0.0941], [0.1475, 0.3044, 0.0336], [0.4889, -0.3645, 0.3364], [-0.5832, -0.3748, -0.3961], [-0.0318, -0.2113, 0.3308], [-0.0838, -0.1134, -0.1530]]
}